Record 1
Molecular formula: C14H18BCrN7O2
Method: DFT, wB97M-V/def2-TZVPD

Last column: Mulliken charge in e.
Positions of all 43 atoms, in Å:
H -0.42 2.96 -0.86  0.46
H 1.78 -2.38 -4.54  0.48
C 2.12 -1.94 -3.65  -0.06
H -0.66 -2.18 1.64  0.41
H 1.69 2.57 -0.71  0.20
N -0.90 -1.83 -1.59  -0.15
C 2.30 1.63 -0.41  -1.11
N -0.26 0.92 -1.48  0.52
H -2.25 -3.23 -2.30  0.45
C 3.19 -1.24 -1.78  -0.45
H -0.77 -1.63 -3.91  -0.08
C -0.97 -2.21 0.60  -0.41
H 3.20 1.66 -1.06  0.36
H 0.68 0.80 4.80  0.25
N 0.32 0.65 1.62  0.53
H -0.97 0.24 4.49  0.22
Cr 1.13 0.14 -0.27  -0.25
H 0.64 -1.66 0.12  0.44
H 4.27 -2.22 -3.45  0.46
N 1.88 -0.92 -1.67  0.31
H -2.43 -3.87 0.41  0.43
N -0.37 -1.47 -0.35  0.79
H 2.64 1.85 0.64  0.22
O 0.82 -1.21 2.99  -0.68
C 3.39 -1.86 -3.04  -1.18
C -1.80 -2.80 -1.40  0.02
C -0.47 2.07 3.46  -0.41
H 3.97 -0.89 -1.11  0.47
C -0.10 0.73 4.02  -0.41
C -1.45 2.33 -2.75  -1.29
C -1.41 1.13 -3.41  -0.06
H -1.95 3.24 -3.07  0.38
C -0.17 1.91 1.95  -0.03
C 0.43 -0.07 2.81  0.13
N -0.68 0.28 -2.67  -0.03
H -1.86 0.79 -4.36  0.40
C -0.72 2.17 -1.58  -0.17
B -0.34 -1.21 -2.88  0.10
O -0.37 2.86 1.20  -0.58
H -1.54 2.33 3.61  0.23
C -1.85 -3.08 -0.03  -1.15
H 0.13 2.91 3.87  0.24
N 1.21 -1.40 -2.81  0.01

M in g mol⁻¹: 379.15
Multiplicity: 5
DFT total energy in eV: -58432.591
⟨S²⟩: 6.04


Record 2
Molecular formula: C14H18BFNO2
Method: DFT, wB97M-V/def2-TZVPD

Last column: Mulliken charge in e.
Positions of all 37 atoms, in Å:
N 1.23 2.73 -2.00  0.20
H 2.19 -1.51 0.98  0.16
C 1.14 -3.17 2.81  -0.64
C -0.07 0.74 -0.88  0.60
H -0.08 -4.08 1.18  0.31
C 1.23 4.00 -2.80  -0.76
H -4.36 -1.52 -0.90  0.34
F 2.31 5.37 -0.99  -0.28
C -0.19 -1.84 0.89  0.83
C -0.18 -3.13 1.84  -0.48
H 2.25 4.16 -3.33  0.31
H 0.75 6.18 -2.24  0.32
C -1.53 -1.31 0.28  -0.02
C 1.06 5.21 -1.71  -0.12
H 3.62 0.50 -0.25  0.34
O 1.06 -1.94 3.61  -0.51
C -1.42 0.00 -0.60  -0.74
O -4.14 -1.13 -0.01  -0.59
C 1.28 0.17 -0.31  0.35
H -3.48 -3.21 2.28  0.31
C 2.53 2.22 -1.52  -0.12
H 2.11 -3.24 2.21  0.28
H 0.36 4.04 -3.56  0.37
H 1.03 -4.03 3.57  0.34
H -2.62 -4.20 0.96  0.32
C 1.18 -1.13 0.58  -0.74
B -3.02 -1.93 0.48  0.38
H 3.51 2.76 -1.78  0.34
C -0.02 2.07 -1.73  -0.30
H -1.08 -3.20 2.54  0.20
H -0.99 2.55 -2.15  0.36
H -4.45 -3.71 0.80  0.27
H 1.69 -1.27 3.28  0.34
H 0.26 4.87 -0.98  0.25
H -2.38 0.44 -1.05  0.35
C 2.62 0.92 -0.65  -0.68
C -3.39 -3.37 1.13  -0.91

Structure (SMILES): CB(O)c1cc2c[n+](CCF)ccc2cc1CCO
M in g mol⁻¹: 262.11
DFT total energy in eV: -23776.230
Net charge: +1


Record 3
Molecular formula: C14H18BNO8SbSe4Tc
Method: DFT, wB97M-V/def2-TZVPD

Last column: Mulliken charge in e.
Positions of all 48 atoms, in Å:
Sb -5.29 0.29 2.03  0.27
H 3.63 2.03 0.81  0.47
H 1.19 4.36 -1.13  0.40
O -3.18 -1.71 -2.38  -0.68
C 0.88 2.22 -1.39  1.50
C 0.45 -2.55 2.16  0.28
H 2.34 -0.08 -1.87  0.36
C 1.20 2.27 -2.88  -1.81
H 0.77 1.19 3.10  0.20
C 0.44 3.61 -0.92  -1.88
O -2.60 -0.66 -0.49  0.02
O 1.25 0.76 0.41  -0.50
C 2.85 2.57 0.28  -1.83
C -1.29 -3.86 -1.48  -0.77
C -0.28 1.20 3.41  -0.74
B 0.01 0.59 -0.07  1.57
C 2.92 0.61 -1.26  -2.11
N -0.96 -2.25 0.26  0.12
C 0.18 -4.34 0.36  -0.52
Se -4.77 1.22 -0.50  -0.40
O -1.05 0.79 2.36  -0.25
H 2.25 3.11 1.01  0.33
H 0.24 3.60 0.15  0.31
H 1.44 1.30 -3.28  0.34
Se -3.62 2.46 2.49  -0.44
C 2.00 1.58 -0.51  1.50
H 0.85 -4.96 0.93  0.50
H 3.32 3.28 -0.39  0.38
O -0.19 -5.95 -1.38  -0.53
H 0.39 -6.48 -0.82  0.31
H 2.04 2.94 -3.04  0.39
O -0.25 1.35 -1.15  -0.71
H 3.47 0.03 -0.52  0.55
O -0.03 -1.40 2.44  -0.50
H -0.47 3.89 -1.43  0.47
C -1.53 -2.64 -0.89  0.13
Tc -1.42 -0.41 1.16  1.02
C -0.12 -3.08 0.86  -0.20
H -0.39 0.49 4.24  0.31
H 3.63 1.15 -1.89  0.38
C -0.41 -4.75 -0.84  1.04
Se -3.81 -1.63 2.34  -0.43
Se -2.78 1.92 0.39  0.32
C -2.53 -1.62 -1.37  0.24
H 0.34 2.65 -3.43  0.45
H -0.58 2.21 3.73  0.26
O 1.26 -3.18 2.80  -0.71
H -1.78 -4.13 -2.40  0.59

M in g mol⁻¹: 874.71
DFT total energy in eV: -303481.927
ΔE to the lowest compared entry with this formula, charge and spin in kcal/mol: 37.8


Record 4
Molecular formula: C14H18BrNO
Method: DFT, wB97M-V/def2-TZVPD

Last column: Mulliken charge in e.
Positions of all 35 atoms, in Å:
C 4.87 0.41 -0.43  -0.56
C -2.32 0.78 0.06  0.26
H 1.95 -0.16 -1.09  0.33
H -6.42 0.55 -1.10  0.29
H 2.21 -1.14 1.79  0.40
H 3.94 -1.31 -1.41  0.32
C -2.82 -1.53 -0.30  -0.51
H 1.68 -2.16 0.43  0.30
Br -1.08 2.22 0.15  -0.16
H 5.49 0.39 0.47  0.28
C -4.61 0.07 -0.08  0.73
H -0.20 -1.55 -0.75  0.32
C -1.87 -0.53 -0.11  0.36
H -6.65 -0.43 0.35  0.38
H -6.27 1.29 0.50  0.37
H 1.89 1.81 0.28  0.05
C 2.51 -0.24 -0.15  0.68
C 0.31 -0.60 1.00  0.39
C 2.76 1.16 0.39  -0.67
H 4.21 -1.53 0.32  0.31
H 3.01 1.11 1.45  0.31
H -2.48 -2.54 -0.44  0.38
H 4.45 2.50 0.04  0.39
H 5.54 0.41 -1.29  0.32
H 3.66 1.90 -1.42  0.29
H -3.98 2.09 0.22  0.37
C 3.96 1.64 -0.41  -0.68
C 3.92 -0.80 -0.45  -1.00
C -6.08 0.39 -0.08  -1.43
N -0.50 -0.85 -0.08  -0.03
H -4.89 -2.03 -0.44  0.38
C -4.17 -1.23 -0.29  -0.83
C -3.67 1.07 0.08  -0.59
C 1.72 -1.13 0.81  -1.14
O -0.07 -0.01 1.98  -0.59

Structure (SMILES): Cc1ccc(NC(=O)CC2CCCC2)c(Br)c1
M in g mol⁻¹: 296.21
DFT total energy in eV: -88391.125
ΔE to the lowest compared entry with this formula, charge and spin in kcal/mol: 0.0


Record 5
Molecular formula: C14H18ClGdIn
Method: DFT, wB97M-V/def2-TZVPD

Last column: Mulliken charge in e.
Positions of all 35 atoms, in Å:
C 0.33 -1.16 -1.38  -1.08
H -1.13 -0.93 -4.39  0.27
C 1.37 0.91 5.48  -0.77
C -0.46 3.32 3.32  -0.61
C 2.40 0.80 -3.25  -1.21
H -1.59 0.82 -4.34  0.25
Gd 0.00 0.00 0.00  0.27
C -0.50 2.62 2.12  -0.63
C 0.16 2.76 4.45  -0.90
H -2.47 -0.83 0.03  0.28
C 1.95 -0.36 5.38  -0.46
C 0.70 0.78 3.14  0.97
C -0.74 0.11 -4.37  -1.31
H 1.42 1.43 6.43  0.34
H 1.25 -1.05 2.12  0.29
H -1.84 -0.68 1.70  0.28
H 2.71 1.77 -2.79  0.24
C 1.28 -0.49 3.05  -0.60
H 0.18 3.32 5.38  0.31
H -2.35 0.78 0.81  0.24
Cl -0.23 1.59 -1.18  -0.15
C -1.84 -0.20 0.70  -0.85
H -1.00 3.05 1.26  0.30
H 3.08 0.00 -2.89  0.24
H -0.44 -1.95 -1.53  0.28
H 2.43 -0.81 6.24  0.37
H 2.34 -2.05 4.10  0.37
C 1.90 -1.06 4.17  -0.87
H -0.92 4.30 3.39  0.36
In 0.46 0.32 -2.69  1.20
H -0.13 0.29 -5.28  0.23
H 2.46 0.88 -4.35  0.24
H 1.35 -1.60 -1.32  0.19
C 0.08 1.35 2.03  0.07
C 0.75 1.49 4.37  0.86

M in g mol⁻¹: 493.82
Multiplicity: 8
DFT total energy in eV: -53329.145
⟨S²⟩: 16.05
ΔE to the lowest compared entry with this formula, charge and spin in kcal/mol: 202.4
Net charge: -1


Record 6
Molecular formula: C14H18ClNO2
Method: DFT, wB97M-V/def2-TZVPD

Last column: Mulliken charge in e.
Positions of all 36 atoms, in Å:
C 0.33 1.00 0.93  -0.47
C -0.72 -2.01 -1.13  -0.32
C -0.03 -0.18 -3.08  -1.13
C -2.03 0.09 0.98  -1.13
C -0.30 -1.49 -3.43  0.40
N 1.64 0.80 0.64  0.06
H -2.79 -1.92 1.16  0.24
H 3.29 3.58 -0.39  0.36
H -1.42 -2.41 3.13  0.44
H 0.22 0.54 -3.85  0.46
O 1.35 3.15 -0.94  -0.50
H 0.09 1.24 -1.52  0.54
H 3.02 2.13 -1.38  0.31
H 3.58 1.48 0.95  0.41
C -0.14 -1.29 1.75  -0.98
C -0.42 -0.70 -0.75  -0.74
H -2.07 1.01 1.55  0.42
C -0.66 -2.41 -2.45  -1.17
C -1.35 -1.42 2.69  -0.77
H -2.59 0.23 0.06  0.39
C -2.54 -1.08 1.81  -0.62
Cl -0.21 -1.99 -5.08  -0.22
H -1.02 -2.74 -0.39  0.29
H -1.27 -0.69 3.49  0.29
O -0.07 2.03 1.42  -0.72
H 0.86 3.44 -0.16  0.34
H 2.27 2.51 1.57  0.34
H -3.43 -0.82 2.38  0.45
H 0.08 -2.25 1.28  0.49
H 1.89 0.00 0.09  0.32
C 2.59 1.88 0.73  -0.85
H 0.75 -0.99 2.29  0.30
C 2.63 2.72 -0.55  -0.42
C -0.54 -0.24 0.68  2.83
H -0.89 -3.43 -2.72  0.42
C -0.10 0.21 -1.76  -0.05

Structure (SMILES): O=C(NCCO)C1(c2ccc(Cl)cc2)CCCC1
M in g mol⁻¹: 267.76
DFT total energy in eV: -32918.539
ΔE to the lowest compared entry with this formula, charge and spin in kcal/mol: 0.0